Record 1
Computed, not measured: C3H2OS3 in the gas phase, with the ωB97M-V functional and the def2-TZVPD basis.

The value obtained for the HOMO energy is -0.3372 Ha. The value obtained for the lowest unoccupied orbital energy is -0.6 eV. As for the orbital gap: 8.61 eV. For the molar mass, the calculation gives 150.2 g mol⁻¹.

Last column: Mulliken charge in e.
Cartesian coordinates (Å):
1 C -0.232 1.036 0.590  0.3364
2 C -0.776 -0.381 0.715  -0.3665
3 C 1.046 -0.421 -1.283  0.1453
4 H -1.841 -0.311 0.605  0.3407
5 H -0.576 -0.691 1.749  0.3263
6 O -0.590 1.943 1.275  -0.4837
7 S -0.041 -1.523 -0.464  -0.0550
8 S 2.006 -0.892 -2.491  -0.2049
9 S 1.004 1.240 -0.696  -0.0386

***

Record 2
Computed, not measured: a molecular structure, C8H9O2S2, with the ωB97M-V functional and the def2-TZVPD basis.

The value obtained for the HOMO energy (spin up / spin down) is -0.5026 / -0.4952 Ha. The charge is +1. The value obtained for the lowest unoccupied orbital energy (spin up / spin down) is -5.0 / -5.5 eV. As for the orbital gap (spin up / spin down): 8.69 / 7.93 eV. For the molar mass, the calculation gives 201.3 g mol⁻¹.

Last column: Mulliken charge in e.
Cartesian coordinates (Å):
1 C -1.698 1.869 0.070  -0.9360
2 C -1.539 2.259 1.343  -0.1793
3 C -1.164 0.574 -0.134  0.3845
4 C -0.595 0.112 0.988  0.1587
5 C 0.161 -0.232 -2.025  -0.8122
6 C -1.027 -0.355 -1.223  0.3243
7 C 1.424 -1.319 -0.082  -0.2238
8 C 2.340 -0.387 0.640  -0.9592
9 O -0.430 -2.499 1.697  -0.5990
10 O -1.029 -1.648 -0.613  -0.3590
11 S -0.608 1.181 2.274  -0.0681
12 S -0.138 -1.544 0.700  0.9143
13 H -2.367 2.391 -0.672  0.3727
14 H -2.086 3.075 1.885  0.4313
15 H 0.260 -1.118 -2.676  0.3398
16 H 0.814 0.616 -2.244  0.3614
17 H -1.999 -0.320 -1.868  0.4428
18 H 1.845 -2.226 -0.486  0.4472
19 H 1.818 0.509 0.986  0.3039
20 H 3.210 0.003 -0.076  0.3294
21 H 2.805 -0.941 1.518  0.3263

***

Record 3
Computed, not measured: 10 unconnected molecules or ions with the total composition C26H52Br14O6S3, with the ωB97M-V functional and the def2-TZVPD basis.

The value obtained for the HOMO energy is -0.3556 Ha. The value obtained for the lowest unoccupied orbital energy is 0.1 eV. As for the orbital gap: 9.74 eV. For the molar mass, the calculation gives 1675.6 g mol⁻¹.

Last column: Mulliken charge in e.
Cartesian coordinates (Å):
1 C 22.577 -15.287 -18.743  -0.7915
2 C 21.060 -15.364 -18.537  -0.5895
3 C 20.468 -15.452 -19.930  -0.1566
4 S 21.383 -16.820 -20.681  1.5213
5 O 21.577 -16.604 -22.113  -0.6293
6 O 21.015 -18.115 -20.136  -0.6129
7 C 22.914 -16.321 -19.837  -0.9600
8 H 23.146 -15.470 -17.830  0.3743
9 H 22.967 -14.317 -19.056  0.3440
10 H 20.693 -14.507 -17.973  0.4057
11 H 20.806 -16.225 -17.925  0.1257
12 H 20.669 -14.569 -20.534  0.2966
13 H 19.386 -15.594 -19.918  -0.0169
14 H 23.631 -16.039 -20.606  0.4073
15 H 23.293 -17.255 -19.417  0.3786
16 C 18.122 -19.541 -23.442  0.4378
17 C 16.828 -18.949 -24.087  -0.9341
18 C 16.239 -17.832 -23.235  -0.1369
19 S 17.709 -17.036 -22.504  1.1020
20 O 17.396 -16.585 -21.159  -0.6253
21 O 18.286 -16.073 -23.414  -0.3577
22 C 18.584 -18.599 -22.348  0.3382
23 H 18.840 -19.758 -24.238  -0.5189
24 H 17.973 -20.553 -23.065  0.2170
25 H 16.128 -19.738 -24.359  0.4448
26 H 17.129 -18.478 -25.028  0.2678
27 H 15.675 -18.200 -22.375  -0.6373
28 H 15.640 -17.121 -23.799  0.5634
29 H 18.102 -18.889 -21.410  -0.1083
30 H 19.638 -18.379 -22.194  -0.2338
31 C 13.550 -12.059 -21.831  -0.7445
32 C 15.002 -12.500 -21.505  -0.5583
33 C 15.132 -14.017 -21.598  0.1571
34 S 13.981 -14.487 -22.949  0.9867
35 O 13.457 -15.816 -22.676  -0.4030
36 O 14.562 -14.137 -24.234  -0.7228
37 C 12.769 -13.194 -22.496  -0.6538
38 H 13.650 -11.234 -22.539  0.2718
39 H 13.027 -11.600 -20.995  0.3343
40 H 15.269 -12.286 -20.463  0.4223
41 H 15.715 -11.845 -22.001  0.0599
42 H 14.615 -14.477 -20.757  0.1772
43 H 16.113 -14.404 -21.859  -0.1297
44 H 12.141 -13.656 -21.734  0.2266
45 H 12.254 -12.894 -23.402  0.5310
46 Br 21.712 -13.035 -22.835  -0.1897
47 C 20.485 -14.292 -23.747  0.3264
48 C 19.411 -13.547 -24.512  -0.2870
49 Br 18.443 -12.247 -23.384  -0.1751
50 H 20.033 -14.851 -22.936  -0.5580
51 H 21.071 -14.990 -24.323  0.2315
52 H 18.644 -14.212 -24.896  0.2228
53 H 19.822 -13.029 -25.376  0.4797
54 Br 19.925 -17.595 -26.733  -0.1871
55 C 21.806 -17.972 -26.330  -0.6947
56 C 21.814 -18.875 -25.113  0.3819
57 Br 23.697 -19.130 -24.643  -0.1674
58 H 22.150 -16.977 -26.074  0.4124
59 H 22.355 -18.339 -27.189  0.4830
60 H 21.358 -19.844 -25.287  -0.0829
61 H 21.327 -18.369 -24.285  -0.1980
62 Br 17.601 -23.344 -28.544  -0.1693
63 C 17.339 -23.637 -26.616  -0.5980
64 C 17.946 -22.506 -25.824  -0.4771
65 Br 19.848 -22.133 -26.241  -0.1039
66 H 17.754 -24.604 -26.354  0.3835
67 H 16.257 -23.662 -26.527  0.4204
68 H 17.928 -22.712 -24.754  0.3190
69 H 17.429 -21.559 -25.958  0.2359
70 Br 18.607 -20.597 -18.782  -0.1786
71 C 19.056 -19.021 -17.704  -0.6003
72 C 18.189 -17.823 -18.020  0.0993
73 Br 18.493 -16.545 -16.541  -0.1622
74 H 20.135 -18.897 -17.725  0.2594
75 H 18.854 -19.322 -16.677  0.5624
76 H 17.165 -18.128 -17.834  0.4093
77 H 18.358 -17.322 -18.965  -0.3427
78 Br 19.878 -22.218 -21.660  -0.1877
79 C 21.699 -21.366 -21.830  0.1857
80 C 22.408 -22.080 -22.966  -0.2077
81 Br 23.399 -23.593 -22.267  -0.1384
82 H 22.283 -21.457 -20.920  0.5273
83 H 21.466 -20.323 -22.027  -0.5160
84 H 23.155 -21.402 -23.373  0.1028
85 H 21.775 -22.376 -23.796  0.2197
86 Br 12.328 -15.881 -19.221  -0.1808
87 C 12.865 -17.735 -19.418  -0.5600
88 C 14.294 -17.738 -19.959  -0.0498
89 Br 15.080 -19.523 -19.735  -0.1527
90 H 12.211 -18.353 -20.032  0.3614
91 H 12.855 -18.248 -18.459  0.5015
92 H 14.894 -17.078 -19.336  0.5233
93 H 14.449 -17.385 -20.975  -0.3461
94 Br 13.090 -21.051 -23.107  -0.1904
95 C 12.281 -19.304 -23.512  -0.1208
96 C 12.390 -18.894 -24.929  -0.3079
97 Br 11.524 -17.130 -25.041  -0.1696
98 H 12.754 -18.611 -22.819  -0.2406
99 H 11.256 -19.427 -23.173  0.4658
100 H 11.888 -19.528 -25.652  0.4423
101 H 13.413 -18.717 -25.250  0.1138

***

Record 4
Computed, not measured: C18H22FN3O5 in the gas phase, with the ωB97M-V functional and the def2-TZVPD basis.

The value obtained for the HOMO energy is -0.3371 Ha. The value obtained for the lowest unoccupied orbital energy is -0.5 eV. As for the orbital gap: 8.65 eV. For the molar mass, the calculation gives 379.4 g mol⁻¹.

Last column: Mulliken charge in e.
Cartesian coordinates (Å):
1 C -1.485 -3.089 1.210  -0.9534
2 C -2.122 -3.381 -0.144  -0.6018
3 C -3.172 -2.330 -0.515  -0.6501
4 C -2.552 -1.107 -1.191  0.0197
5 C -3.532 0.064 -1.285  -0.8449
6 H -4.532 -0.316 -1.497  0.3780
7 C -3.597 0.892 0.000  -1.2616
8 N -2.413 1.739 0.152  0.0353
9 C -1.443 1.331 1.037  0.7589
10 O -1.535 0.321 1.701  -0.6486
11 N -0.330 2.152 1.140  0.2006
12 C -0.195 3.278 0.391  -0.0553
13 C -1.166 3.666 -0.454  0.2742
14 F -1.023 4.791 -1.173  -0.3010
15 C -2.391 2.898 -0.629  0.3967
16 O -3.312 3.188 -1.355  -0.6117
17 H 0.716 3.846 0.510  0.3900
18 C 0.755 1.730 2.019  -1.9775
19 C 1.832 1.035 1.228  0.1207
20 C 3.010 1.675 0.900  -0.3486
21 C 3.987 1.039 0.141  -0.3173
22 C 3.791 -0.273 -0.335  1.3724
23 C 2.586 -0.904 0.001  -0.5044
24 C 1.636 -0.266 0.768  -0.6643
25 H 0.724 -0.783 1.022  0.5975
26 H 2.394 -1.909 -0.337  0.4556
27 O 4.748 -0.824 -1.086  -0.4648
28 C 4.572 -2.121 -1.610  -0.9307
29 H 5.475 -2.321 -2.182  0.2554
30 H 4.475 -2.864 -0.813  0.3581
31 H 3.702 -2.171 -2.271  0.3653
32 N 5.193 1.777 -0.133  1.0022
33 O 6.164 1.184 -0.542  -0.5819
34 O 5.160 2.973 0.082  -0.6325
35 H 3.217 2.681 1.236  0.4965
36 H 1.153 2.608 2.530  0.6116
37 H 0.318 1.042 2.748  0.4826
38 H -3.652 0.250 0.879  0.5013
39 H -4.461 1.559 -0.035  0.4924
40 H -3.254 0.729 -2.105  0.4443
41 H -1.665 -0.793 -0.640  -0.2060
42 H -2.229 -1.388 -2.196  0.4016
43 H -3.697 -2.025 0.392  0.2952
44 H -3.910 -2.765 -1.193  0.3803
45 H -1.354 -3.408 -0.921  0.3122
46 H -2.586 -4.369 -0.111  0.3305
47 H -1.199 -2.043 1.286  0.1102
48 H -2.194 -3.291 2.010  0.3462
49 H -0.606 -3.709 1.370  0.3711

***

Record 5
Computed, not measured: a molecular structure, C28H33N3O4PS3Ti, with the ωB97M-V functional and the def2-TZVPD basis.

The value obtained for the HOMO energy is -0.4078 Ha. The charge is +1. The value obtained for the lowest unoccupied orbital energy is -3.9 eV. As for the orbital gap: 7.17 eV. For the molar mass, the calculation gives 650.6 g mol⁻¹.

Last column: Mulliken charge in e.
Cartesian coordinates (Å):
1 Ti -0.204 0.529 0.582  0.3351
2 O -0.120 -5.098 -1.582  -0.4581
3 C -1.157 -4.778 -2.344  -0.1620
4 O -1.867 -5.258 -3.163  -0.5227
5 C -0.754 -3.668 -1.481  1.5868
6 C -1.439 -3.398 -0.210  -1.1110
7 C -1.248 -2.261 0.456  -0.4184
8 N -0.402 -1.236 -0.004  0.3735
9 C 0.249 -1.483 -1.236  0.1489
10 C 0.116 -2.589 -1.955  -0.7062
11 C 1.044 -0.308 -1.701  0.3602
12 O 1.687 -0.249 -2.697  -0.5866
13 O 0.888 0.725 -0.821  -0.4114
14 H -2.122 -4.141 0.179  0.4517
15 H -1.765 -2.061 1.378  0.4177
16 H 0.649 -2.676 -2.893  0.5783
17 S -1.407 0.390 2.700  -0.6954
18 P 0.427 0.887 3.420  1.6114
19 S 1.580 1.559 1.898  -0.5413
20 C 0.272 2.137 4.705  0.6445
21 C 0.822 3.407 4.563  -0.2787
22 C 0.686 4.331 5.592  -0.8609
23 C 0.003 3.986 6.749  -0.4151
24 C -0.546 2.716 6.890  -0.7096
25 C -0.411 1.788 5.872  -0.5478
26 C 1.190 -0.548 4.189  0.7619
27 C 0.447 -1.678 4.515  -0.2403
28 C 1.063 -2.739 5.167  -0.7325
29 C 2.409 -2.667 5.489  -0.4329
30 C 3.151 -1.537 5.164  -0.7146
31 C 2.546 -0.475 4.515  -0.5963
32 H 1.365 3.666 3.663  0.3969
33 H 1.118 5.320 5.491  0.4201
34 H -0.098 4.707 7.550  0.4046
35 H -1.073 2.450 7.796  0.4137
36 H -0.833 0.795 5.981  0.3851
37 H -0.602 -1.732 4.257  0.3519
38 H 0.490 -3.621 5.420  0.4201
39 H 2.887 -3.498 5.994  0.4056
40 H 4.203 -1.487 5.415  0.4125
41 H 3.123 0.405 4.255  0.3700
42 C -4.462 3.848 1.167  -1.1656
43 C -3.561 4.805 0.391  0.3954
44 C -2.247 5.104 1.110  -1.0505
45 C -1.291 3.918 1.165  -0.0973
46 N -0.692 3.637 -0.147  -0.1315
47 C -1.105 2.767 -1.072  0.6935
48 S -2.103 1.401 -0.638  -0.2613
49 N -0.712 2.966 -2.315  -0.0235
50 C -0.856 2.077 -3.483  -0.4942
51 C -1.366 2.846 -4.699  -1.0318
52 C -2.880 3.051 -4.747  -0.5516
53 C -3.467 3.830 -3.568  -0.7578
54 H -5.409 3.697 0.646  0.3696
55 H -4.686 4.247 2.160  0.3577
56 H -4.002 2.864 1.295  0.1793
57 H -4.088 5.745 0.223  0.4346
58 H -3.354 4.393 -0.604  -0.3819
59 H -2.452 5.398 2.144  0.3883
60 H -1.740 5.952 0.638  0.3749
61 H -1.803 3.026 1.506  -0.0052
62 H -0.470 4.115 1.851  0.2456
63 H -0.086 4.375 -0.480  0.2553
64 H -0.126 3.772 -2.485  0.2545
65 H -1.543 1.280 -3.217  0.4484
66 H 0.118 1.636 -3.687  0.2972
67 H -1.050 2.294 -5.586  0.3785
68 H -0.858 3.818 -4.749  0.3604
69 H -3.363 2.071 -4.808  0.3065
70 H -3.120 3.570 -5.677  0.3656
71 H -3.422 3.252 -2.640  0.0216
72 H -4.517 4.066 -3.746  0.4227
73 H -2.937 4.775 -3.411  0.2941

***

no.,maximum force (eV/A)
1,0.8
2,4.0
3,2.2
4,1.0
5,1.6